Formula: C17H52BN14O21
Source: the OMol25 dataset
Level of theory: the ωB97M-V functional and the def2-TZVPD basis

Properties
* net charge: -1
* largest force on an atom: 7.9 eV Å⁻¹
* orbital gap: 0.3013 Eh
* electronic energy: -3050.93740 a.u.

Last column: Mulliken charge in e.
Cartesian coordinates (Å):
O  -16.27  -3.06  -0.69  -0.807
C  -17.54  -3.10  -0.60  1.271
O  -18.54  -3.03  -1.48  -0.767
B  -19.87  -3.08  -0.88  1.458
O  -19.57  -3.17  0.58  -0.556
C  -18.27  -3.10  0.78  0.454
O  -17.57  -3.17  1.80  -0.559
O  -20.65  -4.25  -1.37  -0.245
C  -21.57  -3.81  -2.19  0.353
O  -22.38  -4.43  -2.84  -0.732
C  -21.55  -2.21  -2.16  0.625
O  -20.64  -1.88  -1.17  -0.615
O  -22.28  -1.45  -2.82  -0.695
O  -14.00  -4.23  -2.93  -0.696
H  -14.20  -3.41  -2.48  0.325
H  -13.88  -4.87  -2.23  0.292
O  -15.07  -0.90  -2.96  -0.656
H  -16.00  -0.69  -3.00  0.310
H  -14.88  -0.95  -2.02  0.299
O  -17.01  -4.70  4.39  -0.631
H  -16.28  -4.17  4.07  0.290
H  -17.62  -4.74  3.66  0.356
O  -24.86  -2.23  -3.27  -0.641
H  -25.37  -1.42  -3.35  0.284
H  -23.95  -1.94  -3.20  0.320
C  -14.64  -6.23  0.19  0.894
O  -15.01  -6.51  -0.94  -0.862
N  -14.90  -5.12  0.85  -0.146
N  -13.87  -7.05  0.83  -0.488
H  -15.57  -4.45  0.52  -0.136
H  -14.49  -5.04  1.77  0.138
H  -13.76  -7.92  0.32  0.270
H  -13.73  -6.90  1.82  0.174
C  -23.37  -3.31  -7.37  0.705
O  -24.25  -4.17  -7.36  -0.762
N  -22.49  -3.09  -6.48  -0.022
N  -23.16  -2.56  -8.40  -0.400
H  -21.71  -2.46  -6.59  0.156
H  -22.52  -3.59  -5.60  0.016
H  -22.40  -1.89  -8.38  0.195
H  -23.87  -2.60  -9.12  0.223
C  -14.47  -0.10  1.00  0.693
O  -14.01  0.07  -0.13  -0.674
N  -14.45  0.85  1.94  -0.431
N  -15.14  -1.18  1.45  -0.115
H  -14.02  1.76  1.84  0.238
H  -15.11  0.61  2.67  0.150
H  -15.49  -1.26  2.40  0.173
H  -15.21  -1.98  0.84  0.067
C  -17.90  1.00  -1.68  0.446
O  -17.95  0.83  -2.88  -0.742
N  -17.16  1.86  -1.18  -0.324
N  -18.58  0.37  -0.76  -0.102
H  -17.15  1.81  -0.17  0.128
H  -16.59  2.49  -1.74  0.276
H  -18.85  0.71  0.15  0.223
H  -19.09  -0.39  -1.19  -0.104
C  -23.10  -7.90  -0.87  0.643
O  -23.28  -8.91  -0.25  -0.718
N  -23.88  -6.91  -1.07  -0.255
N  -21.96  -7.48  -1.30  -0.186
H  -23.48  -6.11  -1.55  0.151
H  -24.84  -6.87  -0.77  0.172
H  -21.90  -6.78  -2.03  0.117
H  -21.18  -8.08  -1.11  0.157
C  -19.43  -0.67  -5.81  0.598
O  -20.21  -1.18  -6.58  -0.764
N  -19.80  -0.63  -4.57  0.212
N  -18.28  -0.07  -5.96  -0.351
H  -19.21  -0.14  -3.91  0.281
H  -20.67  -1.02  -4.23  -0.284
H  -17.71  0.21  -5.16  0.165
H  -17.96  -0.06  -6.92  0.221
C  -18.09  -8.15  -0.70  0.583
O  -19.07  -8.61  -0.21  -0.703
N  -17.05  -8.85  -1.15  -0.375
N  -17.95  -6.88  -0.95  -0.179
H  -17.09  -9.86  -1.17  0.205
H  -16.16  -8.43  -1.38  0.177
H  -18.80  -6.35  -0.82  0.099
H  -17.03  -6.64  -1.28  0.217
C  -23.64  -0.08  2.71  -1.520
C  -22.54  -0.86  1.88  1.133
C  -21.14  -0.75  2.40  -1.193
O  -22.94  -2.18  2.11  -0.601
H  -24.57  -0.41  2.24  0.394
H  -23.55  0.98  2.47  0.375
H  -23.75  -0.27  3.78  0.321
H  -22.58  -0.68  0.81  -0.067
H  -21.07  -1.12  3.42  0.461
H  -20.74  0.26  2.44  0.337
H  -20.43  -1.22  1.72  0.050
H  -22.21  -2.73  2.42  0.324
C  -22.75  0.91  -5.49  -1.081
C  -24.33  0.85  -5.75  1.105
C  -24.95  2.17  -5.95  -1.610
O  -24.69  0.04  -6.82  -0.586
H  -22.29  1.58  -6.22  0.409
H  -22.36  -0.10  -5.43  -0.010
H  -22.52  1.48  -4.59  0.438
H  -24.80  0.41  -4.88  -0.187
H  -26.04  2.19  -5.86  0.363
H  -24.53  2.69  -6.80  0.359
H  -24.73  2.87  -5.14  0.379
H  -23.91  -0.42  -7.15  0.326